Entry 1:
Entry from OMol25: a structure of composition C30H28BF5GeNiO2S in a non-equilibrium geometry (the ωB97M-V functional and the def2-TZVPD basis).

Atoms and positions in Å:
1 Ni 0.000 0.000 0.000
2 F -1.394 -1.946 5.862
3 C -1.388 -1.938 4.519
4 C -0.685 -0.957 3.836
5 F -0.012 -0.017 4.517
6 C -0.686 -0.958 2.449
7 F -0.018 -0.026 1.760
8 C -1.381 -1.928 1.735
9 S -1.300 -1.816 0.032
10 C -2.087 -2.915 2.426
11 F -2.776 -3.877 1.788
12 C -2.087 -2.914 3.818
13 F -2.763 -3.858 4.493
14 C -3.595 1.769 4.172
15 C -3.746 0.726 3.254
16 C -3.088 0.777 2.022
17 C -2.277 1.874 1.702
18 C -2.125 2.918 2.624
19 C -2.785 2.865 3.857
20 Ge -1.374 1.918 0.000
21 C -0.270 3.477 -0.213
22 C -0.842 4.755 -0.216
23 C -0.032 5.884 -0.379
24 C 1.350 5.737 -0.542
25 C 1.922 4.460 -0.541
26 C 1.113 3.331 -0.377
27 C -2.612 1.853 -1.473
28 C -3.996 1.858 -1.251
29 C -4.879 1.807 -2.335
30 C -4.382 1.752 -3.641
31 C -3.002 1.749 -3.865
32 C -2.118 1.800 -2.782
33 H -4.104 1.728 5.126
34 H -4.372 -0.123 3.498
35 H -3.208 -0.036 1.318
36 H -1.500 3.770 2.395
37 H -2.667 3.672 4.569
38 H -1.911 4.876 -0.093
39 H -0.474 6.872 -0.381
40 H 1.976 6.610 -0.670
41 H 2.990 4.346 -0.668
42 H 1.562 2.346 -0.379
43 H -4.394 1.902 -0.247
44 H -5.947 1.810 -2.163
45 H -5.066 1.712 -4.479
46 H -2.618 1.706 -4.876
47 H -1.051 1.797 -2.964
48 C 5.136 -0.928 1.401
49 C 4.066 -0.002 0.788
50 C 4.265 1.413 1.404
51 O 2.785 -0.452 1.149
52 B 1.989 0.000 0.000
53 O 2.785 0.452 -1.149
54 C 4.066 0.002 -0.788
55 C 4.265 -1.413 -1.404
56 C 5.136 0.928 -1.401
57 H 5.072 -0.908 2.510
58 H 6.155 -0.604 1.100
59 H 4.985 -1.983 1.093
60 H 4.148 1.370 2.508
61 H 3.517 2.135 1.011
62 H 5.282 1.805 1.191
63 H 3.517 -2.135 -1.011
64 H 5.282 -1.805 -1.191
65 H 4.148 -1.370 -2.508
66 H 4.985 1.983 -1.093
67 H 5.072 0.908 -2.510
68 H 6.155 0.604 -1.100
69 H 0.000 0.000 -1.518

Calculated values
HOMO level (alpha / beta): -2.2 / -5.0 eV
HOMO-LUMO gap (alpha / beta): 4.87 / 7.22 eV
F_max: 0.1151 hartree/bohr
Spin multiplicity: 4
Charge: -1
Total energy: -5818.01417 Ha

Entry 2:
Entry from OMol25: a structure of composition C30H28ClNPSTi in a non-equilibrium geometry (the ωB97M-V functional and the def2-TZVPD basis).

Atoms and positions in Å:
1 Ti -0.655 -0.788 0.569
2 Cl -0.157 1.110 1.646
3 P -0.191 -0.025 -1.860
4 C -1.484 -0.869 -2.849
5 C -1.183 -1.709 -3.932
6 C -2.210 -2.240 -4.714
7 C -3.542 -2.052 -4.334
8 C -3.853 -1.318 -3.183
9 C -2.829 -0.721 -2.447
10 C -0.367 1.761 -2.290
11 C 0.539 2.678 -1.721
12 C 0.462 4.041 -2.027
13 C -0.512 4.492 -2.925
14 C -1.386 3.587 -3.537
15 C -1.313 2.228 -3.215
16 C 1.395 -0.351 -2.720
17 C 2.530 -0.895 -2.079
18 C 3.688 -1.168 -2.816
19 C 3.756 -0.810 -4.168
20 C 2.662 -0.207 -4.797
21 C 1.493 0.019 -4.070
22 H 1.325 2.314 -1.056
23 H 1.164 4.747 -1.570
24 H -0.580 5.551 -3.162
25 H -2.120 3.929 -4.272
26 H -1.977 1.521 -3.707
27 H -0.147 -1.926 -4.181
28 H -1.971 -2.797 -5.623
29 H -4.345 -2.483 -4.928
30 H -4.893 -1.191 -2.869
31 H -3.084 -0.123 -1.567
32 H 2.519 -1.099 -1.006
33 H 4.540 -1.658 -2.329
34 H 4.668 -1.000 -4.732
35 H 2.708 0.087 -5.847
36 H 0.648 0.505 -4.554
37 H -0.262 -5.574 -5.073
38 H 0.487 -5.536 -5.039
39 N 0.507 -2.278 0.077
40 S 0.461 -3.116 1.535
41 C 1.772 -2.288 2.527
42 C 2.593 -1.277 2.038
43 C 3.518 -0.657 2.884
44 C 3.650 -1.078 4.208
45 C 2.857 -2.130 4.695
46 C 1.931 -2.743 3.845
47 C -1.072 -2.230 2.041
48 C -1.117 -1.544 3.268
49 C -2.123 -0.604 3.485
50 C -2.933 -0.188 2.433
51 C -2.887 -0.843 1.175
52 C -2.174 -2.090 1.118
53 H 1.132 -2.652 -0.637
54 H 2.455 -0.936 1.016
55 H 4.115 0.168 2.495
56 H 4.366 -0.587 4.866
57 H 2.932 -2.458 5.736
58 H 1.280 -3.548 4.196
59 H -0.354 -1.766 4.006
60 H -2.277 -0.204 4.494
61 H -3.673 0.605 2.592
62 H -3.558 -0.551 0.362
63 H -2.377 -2.899 0.419

Calculated values
HOMO level (alpha / beta): -13.9 / -13.9 eV
HOMO-LUMO gap (alpha / beta): 6.14 / 5.86 eV
F_max: 0.1017 hartree/bohr
Spin multiplicity: 2
Charge: +2
Total energy: -3263.33164 Ha

Entry 3:
Entry from OMol25: a structure of composition C30H28HfN3O5STe in a non-equilibrium geometry (the ωB97M-V functional and the def2-TZVPD basis).

Atoms and positions in Å:
1 Hf 0.080 0.854 -0.469
2 C -3.327 -1.922 -0.624
3 C -2.244 -2.658 -1.368
4 C -2.604 -3.658 -2.264
5 C -1.652 -4.314 -3.025
6 C -0.324 -3.938 -2.904
7 C 0.074 -2.952 -2.007
8 C 1.530 -2.593 -1.916
9 C -0.887 -2.331 -1.206
10 N -0.558 -1.342 -0.219
11 C -0.874 -1.707 1.039
12 O -1.081 -2.821 1.508
13 C -1.005 -0.517 1.967
14 C -1.118 -0.641 3.338
15 C -1.165 0.514 4.104
16 C -1.081 1.752 3.484
17 C -1.013 1.792 2.109
18 N -1.052 0.674 1.368
19 C -0.924 3.086 1.326
20 O -1.111 4.146 1.906
21 N -0.668 2.859 0.021
22 C -0.905 3.926 -0.901
23 C -2.194 4.466 -1.009
24 C -3.333 3.951 -0.171
25 C -2.433 5.461 -1.951
26 C -1.432 5.901 -2.799
27 C -0.172 5.332 -2.710
28 C 0.108 4.348 -1.771
29 C 1.496 3.769 -1.725
30 H -4.253 -1.938 -1.197
31 H -3.046 -0.881 -0.462
32 H -3.516 -2.381 0.352
33 H -3.655 -3.913 -2.368
34 H -1.944 -5.093 -3.719
35 H 0.433 -4.414 -3.520
36 H 2.080 -3.033 -2.750
37 H 1.963 -2.963 -0.983
38 H 1.668 -1.517 -1.955
39 H -1.139 -1.635 3.762
40 H -1.241 0.449 5.183
41 H -1.064 2.686 4.029
42 H -3.296 2.861 -0.107
43 H -4.288 4.236 -0.614
44 H -3.283 4.348 0.845
45 H -3.433 5.875 -2.033
46 H -1.639 6.660 -3.545
47 H 0.611 5.641 -3.397
48 H 1.968 3.827 -2.704
49 H 1.498 2.721 -1.438
50 H 2.118 4.300 -0.998
51 C 3.230 -4.928 2.440
52 C 3.172 -3.479 2.030
53 C 2.334 -2.587 2.688
54 C 2.228 -1.271 2.268
55 C 2.952 -0.851 1.167
56 C 3.840 -1.707 0.527
57 C 3.952 -3.011 0.971
58 S 2.684 0.744 0.475
59 O 3.944 1.405 0.390
60 O 1.619 1.411 1.246
61 O 2.045 0.500 -0.867
62 H 2.305 -5.226 2.935
63 H 4.059 -5.111 3.130
64 H 3.373 -5.568 1.569
65 H 1.728 -2.935 3.516
66 H 1.589 -0.568 2.783
67 H 4.415 -1.348 -0.320
68 H 4.632 -3.691 0.471
69 Te -0.776 0.946 -2.927

Calculated values
HOMO level: -3.8 eV
HOMO-LUMO gap: 5.68 eV
F_max: 0.0679 hartree/bohr
Spin multiplicity: 1
Charge: -1
Total energy: -2415.00232 Ha
Energy above the lowest of the compared OMol25 structures with the same formula, charge and spin: 0.000 eV

Entry 4:
Entry from OMol25: a structure of composition C30H28MoN3O9PSSe2 in a non-equilibrium geometry (the ωB97M-V functional and the def2-TZVPD basis).

Atoms and positions in Å:
1 Mo -0.543 -0.878 -0.768
2 O -3.951 -5.880 2.946
3 C -3.578 -4.774 3.347
4 O -3.489 -4.262 4.483
5 C -3.050 -3.830 2.252
6 C -3.338 -2.470 2.281
7 C -2.744 -1.617 1.389
8 N -1.875 -2.045 0.445
9 C -1.680 -3.386 0.347
10 C -2.240 -4.289 1.212
11 C -0.842 -3.804 -0.824
12 O -0.589 -4.940 -1.104
13 O -0.474 -2.746 -1.530
14 H -3.994 -2.084 3.050
15 H -2.938 -0.556 1.423
16 H -2.056 -5.348 1.084
17 Se 1.277 -0.690 0.782
18 P 0.232 0.819 2.133
19 Se -1.413 1.027 -0.033
20 C 1.566 1.522 3.134
21 C 1.750 1.231 4.482
22 C 2.794 1.823 5.180
23 C 3.647 2.709 4.541
24 C 3.459 3.014 3.196
25 C 2.421 2.427 2.498
26 C -0.720 -0.163 3.311
27 C -0.341 -1.443 3.726
28 C -1.119 -2.133 4.637
29 C -2.264 -1.546 5.168
30 C -2.629 -0.265 4.781
31 C -1.870 0.421 3.839
32 H 1.083 0.542 4.987
33 H 2.936 1.591 6.228
34 H 4.456 3.172 5.091
35 H 4.117 3.717 2.701
36 H 2.263 2.674 1.453
37 H 0.551 -1.905 3.319
38 H -0.865 -3.144 4.922
39 H -2.883 -2.124 5.843
40 H -3.520 0.194 5.190
41 H -2.174 1.413 3.518
42 O 2.582 -1.814 -1.849
43 C 1.972 -0.969 -2.483
44 O 0.833 -0.445 -2.243
45 C 2.626 -0.408 -3.747
46 N 3.968 -1.092 -3.782
47 C 5.035 -0.044 -3.571
48 C 4.280 1.100 -2.912
49 C 2.935 1.084 -3.638
50 H 2.041 -0.676 -4.624
51 H 4.116 -1.640 -4.623
52 H 3.893 -1.720 -2.977
53 H 5.417 0.239 -4.550
54 H 5.839 -0.472 -2.978
55 H 4.811 2.043 -3.020
56 H 4.146 0.902 -1.847
57 H 3.022 1.529 -4.630
58 H 2.142 1.603 -3.104
59 N -1.769 -0.682 -2.658
60 C -1.973 0.675 -3.101
61 C -3.069 1.390 -2.642
62 C -3.146 2.755 -2.905
63 C -2.141 3.385 -3.621
64 C -1.079 2.641 -4.121
65 C -0.987 1.287 -3.859
66 S -2.163 5.157 -3.924
67 O -2.616 5.278 -5.295
68 O -3.081 5.675 -2.928
69 O -0.771 5.534 -3.724
70 H -2.647 -1.142 -2.431
71 H -1.319 -1.254 -3.366
72 H -3.844 0.894 -2.065
73 H -3.971 3.352 -2.536
74 H -0.311 3.153 -4.688
75 H -0.143 0.706 -4.215

Calculated values
HOMO level: -7.8 eV
HOMO-LUMO gap: 4.63 eV
F_max: 0.0224 hartree/bohr
Spin multiplicity: 1
Charge: 0
Total energy: -7612.08144 Ha
Energy above the lowest of the compared OMol25 structures with the same formula, charge and spin: 2.162 eV